23
Properties=species:S:1:pos:R:3:forces:R:3 method="wB97M-V/def2-TZVPD" de_lowest_kj_mol=149.4 spin_multiplicity=1 e_lumo_ev=0.860 homo_lumo_gap_ev=9.952 e_tot_ha=-384.574988 e_homo_ha=-0.334 largest_force_ev_per_a=4.0 charge=0
C 2.076982 -0.256887 0.835524 0.202 -1.571 0.057
C 1.077426 -1.063605 0.005250 -0.891 1.867 -1.022
C -0.390236 -0.431361 -0.072098 2.166 -1.262 3.110
C -1.343103 -0.960750 -0.981282 -0.442 1.126 -1.753
C -0.863329 0.486711 -1.125118 -0.056 0.978 0.481
C 0.195103 0.972158 -2.056294 -0.051 -0.474 -1.585
C -1.018823 -0.138267 1.258330 -0.733 -0.508 0.904
H 1.865814 -0.556420 1.879130 0.139 1.237 -0.166
H 2.121501 0.776298 0.535540 -0.339 0.588 0.594
H 3.090881 -0.633533 0.648688 -0.143 -0.101 -0.047
H 1.063421 -2.051707 0.422346 -0.467 -0.615 -0.057
H 1.426281 -1.092692 -1.036401 -0.084 -0.348 0.277
H -2.306198 -1.189129 -0.669841 -1.625 -0.047 0.688
H -1.039309 -1.582800 -1.746215 0.908 -1.341 -1.498
H -1.477131 1.326459 -0.741037 0.025 -0.949 -0.440
H 0.719930 0.138855 -2.560094 -0.401 0.478 -0.082
H 0.958426 1.508974 -1.538992 0.627 0.400 0.715
H -0.175738 1.698299 -2.787698 -0.105 -0.433 -0.195
H -0.397213 1.833505 0.975433 -0.197 -0.860 -0.027
H -0.980801 1.610966 2.459234 -0.495 -0.390 1.226
H -1.986881 -0.573035 2.788163 -0.490 0.143 0.686
N -0.936157 1.197270 1.563725 0.905 1.380 -0.614
N -1.680843 -1.019308 1.943707 1.547 0.702 -1.250